Computed, not measured: 2 unconnected molecules or ions with the total composition CH5S3, with ωB97M-V with the def2-TZVPD basis set.

```
! RIJCOSX wB97M-V def2-TZVPD def2/J DEFGRID3
* xyz -1 1
S 2.110 -0.324 2.306
H 0.907 0.011 2.789
C -1.404 0.169 -0.969
S -0.030 -0.991 -1.293
S 1.648 0.171 -0.993
H -2.095 0.199 -1.808
H -0.937 1.147 -0.806
H -1.948 -0.122 -0.081
H 1.750 -0.260 0.854
*
```

* LUMO: 3.621 eV
* calculated total energy: -33625.1557 eV
* largest force on an atom: 0.63 eV Å⁻¹


Computed, not measured: 2 unconnected molecules or ions with the total composition C5H11BrN at a distorted geometry, with ωB97M-V with the def2-TZVPD basis set.

```
! RIJCOSX wB97M-V def2-TZVPD def2/J DEFGRID3
* xyz 1 1
C -0.395 1.324 0.023
C 0.585 0.468 0.020
C -0.137 2.792 -0.227
C -1.823 0.942 0.250
C 0.081 -2.336 0.036
N 1.469 -2.688 0.011
Br 2.392 0.365 -0.219
H -0.404 3.360 0.662
H -0.767 3.116 -1.054
H 0.903 2.988 -0.474
H -2.349 1.752 0.749
H -1.903 0.038 0.847
H -2.311 0.766 -0.709
H -0.438 -2.345 0.969
H -0.441 -2.283 -0.896
H 1.684 -3.340 -0.753
H 1.766 -3.098 0.904
H 2.087 -1.820 -0.138
*
```

* LUMO (spin up / spin down): -4.235 / -4.653 eV
* calculated total energy: -76884.9707 eV
* largest force on an atom: 1.76 eV Å⁻¹


Computed, not measured: 2 unconnected molecules or ions with the total composition C2H3N4O3S at a distorted geometry, with ωB97M-V with the def2-TZVPD basis set.

```
! RIJCOSX wB97M-V def2-TZVPD def2/J DEFGRID3
* xyz -1 1
C -2.085 2.113 -0.565
C 0.896 -0.389 0.864
N -2.089 1.500 -1.739
N -2.777 3.207 -0.448
N -2.808 2.288 -2.466
N -3.237 3.253 -1.716
O -0.880 1.991 2.994
O -1.791 -0.154 2.367
O 0.413 0.808 1.300
S -1.133 1.071 1.926
H 0.351 -0.792 0.022
H 0.913 -1.042 1.715
H 1.886 -0.166 0.604
*
```

* LUMO (spin up / spin down): 1.210 / 2.271 eV
* calculated total energy: -25056.7372 eV
* largest force on an atom: 3.78 eV Å⁻¹


Computed, not measured: a molecular structure, C27H16BrN5NiO5Se, with ωB97M-V with the def2-TZVPD basis set.

```
! RIJCOSX wB97M-V def2-TZVPD def2/J DEFGRID3
* xyz -2 1
Ni 2.161 -1.919 2.164
O 6.022 -1.297 2.509
C 4.856 -1.653 2.488
O 3.871 -1.121 1.852
C 4.426 -2.875 3.295
C 5.186 -3.715 4.086
C 4.541 -4.776 4.716
C 3.174 -4.979 4.553
C 2.480 -4.097 3.746
N 3.129 -3.102 3.163
C 0.998 -4.076 3.382
O 0.255 -4.925 3.847
O 0.708 -3.112 2.582
H 6.246 -3.529 4.191
H 5.112 -5.453 5.341
H 2.643 -5.792 5.027
Br -5.806 7.662 -2.187
C -4.652 6.278 -1.562
C -4.150 5.351 -2.459
C -3.312 4.351 -1.994
C -2.968 4.264 -0.643
C -3.491 5.215 0.241
C -4.329 6.217 -0.216
N -2.106 3.209 -0.284
N -1.859 3.180 0.962
C -1.043 2.233 1.487
C -0.882 2.359 2.884
C -0.107 1.540 3.649
C 0.617 0.456 3.065
O 1.363 -0.297 3.708
C 0.460 0.298 1.595
N 1.147 -0.728 1.043
C 1.095 -0.945 -0.261
C 0.334 -0.141 -1.106
C -0.384 0.898 -0.571
C -0.339 1.157 0.817
H -4.410 5.407 -3.507
H -2.906 3.613 -2.673
H -3.228 5.151 1.287
H -4.731 6.951 0.470
H -1.426 3.178 3.341
H -0.011 1.682 4.717
H 1.665 -1.775 -0.657
H 0.334 -0.369 -2.166
H -0.985 1.535 -1.197
Se 1.595 -2.268 -4.151
C 0.060 -2.071 -5.220
C 0.032 -1.264 -6.371
C -1.116 -1.164 -7.132
N -2.267 -1.790 -6.865
C -2.249 -2.552 -5.767
C -1.155 -2.721 -4.940
H 0.923 -0.720 -6.660
H -1.116 -0.535 -8.020
H -3.179 -3.064 -5.532
H -1.228 -3.358 -4.068
*
```

* LUMO: 3.394 eV
* calculated total energy: -222382.8210 eV
* largest force on an atom: 0.20 eV Å⁻¹


Computed, not measured: 17 unconnected molecules or ions with the total composition C97H82Cl2N16O32 at a distorted geometry, with ωB97M-V with the def2-TZVPD basis set.

```
! RIJCOSX wB97M-V def2-TZVPD def2/J DEFGRID3
* xyz 0 1
C 4.437 0.511 -2.221
C 4.338 0.003 -3.514
C 5.225 0.483 -4.507
C 6.033 1.525 -4.164
C 6.188 1.978 -2.854
C 5.388 1.424 -1.906
N 6.986 2.074 -5.189
O 7.065 1.443 -6.229
O 7.503 3.128 -4.959
H 3.762 0.158 -1.428
H 3.579 -0.777 -3.709
H 5.275 0.102 -5.526
H 6.870 2.806 -2.601
H 5.396 1.781 -0.884
C -1.308 3.142 -10.195
C -0.916 3.349 -8.865
C -1.820 3.172 -7.836
C -3.093 2.769 -8.150
C -3.541 2.650 -9.442
C -2.640 2.835 -10.503
N -4.070 2.621 -7.009
O -3.613 2.678 -5.888
O -5.224 2.385 -7.297
H -0.643 3.294 -11.016
H 0.105 3.627 -8.623
H -1.538 3.307 -6.782
H -4.578 2.363 -9.575
H -2.902 2.712 -11.531
C 3.148 2.582 5.089
C 2.753 3.925 5.204
C 1.414 4.244 4.933
C 0.535 3.238 4.563
C 0.912 1.898 4.536
C 2.244 1.576 4.748
N -0.868 3.649 4.220
O -1.590 2.763 3.923
O -1.085 4.821 4.146
H 4.177 2.359 5.254
H 3.492 4.702 5.424
H 1.000 5.242 4.965
H 0.195 1.132 4.275
H 2.549 0.540 4.590
C -3.332 0.057 5.098
C -4.706 0.245 5.006
C -5.551 -0.870 5.034
C -4.978 -2.119 5.075
C -3.612 -2.313 4.955
C -2.791 -1.221 5.042
N -5.893 -3.321 4.948
O -5.376 -4.369 4.704
O -7.087 -3.093 4.964
H -2.668 0.909 5.088
H -5.189 1.184 4.921
H -6.650 -0.835 5.083
H -3.220 -3.326 4.890
H -1.708 -1.325 5.047
C 8.174 -3.278 7.177
C 7.677 -4.121 6.176
C 6.721 -3.647 5.289
C 6.244 -2.363 5.480
C 6.746 -1.510 6.431
C 7.695 -2.000 7.329
N 5.217 -1.874 4.540
O 4.958 -2.533 3.567
O 4.679 -0.814 4.834
H 8.955 -3.679 7.784
H 8.037 -5.165 6.085
H 6.342 -4.243 4.461
H 6.303 -0.521 6.521
H 8.039 -1.318 8.100
C 3.965 -6.214 4.329
C 3.333 -5.826 3.152
C 2.508 -4.720 3.170
C 2.358 -4.037 4.352
C 2.922 -4.433 5.550
C 3.720 -5.536 5.514
N 1.492 -2.793 4.297
O 1.419 -2.141 5.318
O 0.897 -2.568 3.262
H 4.679 -7.033 4.344
H 3.497 -6.363 2.231
H 2.026 -4.282 2.329
H 2.723 -3.858 6.439
H 4.201 -5.827 6.455
C 1.984 1.362 -6.163
C 1.096 0.488 -5.512
C 0.057 0.968 -4.734
C -0.071 2.329 -4.630
C 0.781 3.219 -5.255
C 1.832 2.724 -6.001
N -1.229 2.839 -3.797
O -1.813 2.057 -3.130
O -1.400 4.018 -3.822
H 2.800 0.913 -6.699
H 1.203 -0.582 -5.588
H -0.591 0.315 -4.178
H 0.625 4.284 -5.082
H 2.522 3.406 -6.454
C -4.004 -0.815 -5.314
C -2.926 -0.705 -6.181
C -1.831 -1.555 -6.024
C -1.857 -2.488 -4.989
C -2.903 -2.601 -4.090
C -3.965 -1.723 -4.260
N -0.654 -3.399 -4.841
O 0.447 -2.917 -5.012
O -0.865 -4.514 -4.431
H -4.872 -0.167 -5.430
H -2.948 0.049 -6.935
H -0.962 -1.485 -6.676
H -2.908 -3.395 -3.334
H -4.844 -1.767 -3.608
C -7.547 -1.622 0.890
C -7.954 -2.350 -0.223
C -7.098 -3.148 -0.956
C -5.792 -3.169 -0.491
C -5.331 -2.437 0.563
C -6.211 -1.656 1.315
N -4.814 -4.047 -1.192
O -5.277 -4.864 -1.945
O -3.633 -3.945 -0.905
H -8.330 -1.100 1.442
H -9.003 -2.321 -0.470
H -7.395 -3.720 -1.824
H -4.266 -2.502 0.793
H -5.901 -1.078 2.172
C 0.971 2.687 -0.889
C 0.986 2.702 0.501
C 2.053 3.280 1.173
C 3.083 3.822 0.425
C 3.134 3.767 -0.940
C 2.062 3.188 -1.603
N 4.254 4.347 1.143
O 4.212 4.390 2.345
O 5.210 4.682 0.479
H 0.144 2.260 -1.451
H 0.091 2.292 0.992
H 2.111 3.295 2.249
H 3.964 4.132 -1.500
H 2.013 3.111 -2.694
C 4.137 -3.374 0.238
C 4.010 -3.186 -1.148
C 4.895 -3.837 -2.032
C 5.873 -4.639 -1.483
C 5.991 -4.856 -0.128
C 5.125 -4.200 0.737
N 6.835 -5.353 -2.389
O 6.864 -4.969 -3.510
O 7.537 -6.196 -1.914
H 3.590 -2.753 0.937
H 3.257 -2.519 -1.560
H 4.827 -3.769 -3.125
H 6.764 -5.528 0.223
H 5.235 -4.328 1.815
C 0.760 -5.075 -1.360
C -0.004 -3.905 -1.240
C -0.770 -3.702 -0.061
C -0.661 -4.603 0.962
C 0.159 -5.719 0.860
C 0.823 -5.988 -0.321
N -1.352 -4.361 2.208
O -2.160 -3.456 2.221
O -1.075 -5.075 3.150
H 1.299 -5.266 -2.287
H -0.021 -3.167 -2.039
H -1.470 -2.882 -0.003
H 0.240 -6.412 1.687
H 1.379 -6.896 -0.425
C 5.138 -0.193 1.281
C 5.219 1.067 1.873
C 6.404 1.822 1.887
C 7.520 1.256 1.319
C 7.467 0.016 0.677
C 6.304 -0.687 0.667
N 8.784 2.019 1.259
O 8.872 3.094 1.879
O 9.718 1.553 0.562
H 4.208 -0.760 1.224
H 4.325 1.514 2.323
H 6.464 2.832 2.299
H 8.354 -0.344 0.154
H 6.305 -1.585 0.084
C -10.528 4.195 1.220
C -10.290 3.663 2.491
C -9.183 2.923 2.764
C -8.331 2.696 1.721
C -8.461 3.230 0.478
C -9.613 3.992 0.207
N -7.201 1.756 1.956
O -7.234 1.131 2.990
O -6.360 1.639 1.093
H -11.423 4.821 1.101
H -11.012 3.852 3.299
H -9.028 2.480 3.758
H -7.721 2.984 -0.276
H -9.793 4.367 -0.801
C -2.152 5.023 -0.269
C -2.428 6.242 0.346
C -3.332 6.251 1.411
C -3.935 5.043 1.799
C -3.652 3.854 1.187
C -2.774 3.858 0.155
N -4.943 5.128 2.880
O -5.645 4.169 3.031
O -4.994 6.160 3.542
H -1.429 4.930 -1.034
H -1.933 7.115 -0.013
H -3.748 7.115 1.927
H -4.179 2.919 1.457
H -2.628 2.897 -0.349
C -3.156 0.104 0.346
C -2.444 0.037 1.544
C -1.073 -0.213 1.548
C -0.452 -0.315 0.318
C -1.158 -0.241 -0.893
C -2.529 -0.055 -0.870
N 1.005 -0.590 0.289
O 1.636 -0.370 1.308
O 1.499 -0.969 -0.761
H -4.244 0.179 0.384
H -2.980 0.128 2.480
H -0.503 -0.303 2.451
H -0.574 -0.329 -1.813
H -3.107 -0.029 -1.786
C -5.415 3.039 -3.153
Cl -5.760 1.415 -2.485
Cl -6.020 4.250 -2.088
H -4.362 3.158 -3.336
H -5.927 3.106 -4.124
*
```

* LUMO: -1.094 eV
* calculated total energy: -216283.9982 eV
* largest force on an atom: 3.35 eV Å⁻¹


Computed, not measured: a molecular structure, C2H7OPS at a distorted geometry, with ωB97M-V with the def2-TZVPD basis set.

```
! RIJCOSX wB97M-V def2-TZVPD def2/J DEFGRID3
* xyz 0 1
C -1.401 1.596 0.120
C 0.333 -1.628 0.284
O 0.369 1.122 0.221
P 1.134 -0.176 -0.354
S 2.999 0.109 0.049
H -1.641 0.656 -0.263
H -1.438 2.478 -0.456
H -1.741 1.575 1.110
H 0.259 -1.383 1.336
H -0.715 -1.759 -0.227
H 1.051 -2.473 -0.003
H 0.791 -0.116 -1.817
*
```

* LUMO: 0.098 eV
* calculated total energy: -24357.7452 eV
* largest force on an atom: 4.92 eV Å⁻¹


Computed, not measured: 13 unconnected molecules or ions with the total composition C34H97N4O16 at a distorted geometry, with ωB97M-V with the def2-TZVPD basis set.

```
! RIJCOSX wB97M-V def2-TZVPD def2/J DEFGRID3
* xyz -1 1
C 0.094 -0.020 0.072
C -1.054 -0.810 0.734
O -1.242 -0.689 2.093
H -0.206 1.012 -0.108
H 0.262 -0.509 -0.888
H 1.024 0.063 0.635
H -0.992 -1.860 0.447
H -1.993 -0.580 0.230
C 2.512 1.956 3.071
C 1.912 2.518 1.789
O 1.870 3.962 1.721
H 2.004 2.251 3.989
H 3.582 2.164 3.096
H 2.387 0.874 3.094
H 0.894 2.130 1.743
H 2.547 2.191 0.966
H 1.580 4.198 0.837
C -2.410 -3.513 -3.615
C -1.599 -2.430 -2.905
O -1.082 -1.568 -3.841
H -3.073 -3.136 -4.393
H -3.117 -3.896 -2.879
H -1.873 -4.302 -4.141
H -0.756 -2.906 -2.403
H -2.173 -1.786 -2.238
H -0.126 -1.487 -3.842
C 3.279 -4.224 1.655
C 4.063 -2.897 1.962
O 3.305 -1.916 1.342
H 2.350 -4.149 2.220
H 3.737 -5.198 1.830
H 2.975 -4.238 0.608
H 5.103 -2.947 1.639
H 3.972 -2.611 3.010
H 2.422 -1.942 1.716
C -3.059 1.612 -1.792
C -2.027 1.631 -2.970
O -2.504 0.798 -4.006
H -3.461 0.601 -1.854
H -3.821 2.345 -2.052
H -2.661 1.974 -0.844
H -1.078 1.226 -2.618
H -1.892 2.657 -3.312
H -1.961 0.032 -4.203
C 2.266 2.456 -2.642
C 1.166 2.706 -3.624
O 1.682 3.373 -4.771
H 2.853 3.328 -2.352
H 3.013 1.808 -3.101
H 1.995 1.998 -1.691
H 0.453 3.404 -3.185
H 0.543 1.862 -3.921
H 0.988 3.908 -5.163
C 0.402 -0.995 5.408
C 0.868 -2.167 4.559
O 1.189 -1.816 3.232
O -0.897 -0.573 4.957
H 1.133 -0.187 5.378
H 0.416 -1.174 6.484
H 0.100 -2.941 4.563
H 1.801 -2.587 4.934
H 0.401 -1.444 2.829
H -0.925 -0.484 4.002
C -3.950 -2.992 3.107
C -4.278 -1.661 3.697
O -4.104 -0.616 2.733
O -2.558 -3.137 2.811
H -4.458 -3.196 2.165
H -4.243 -3.791 3.788
H -3.582 -1.366 4.482
H -5.306 -1.609 4.056
H -3.176 -0.517 2.510
H -2.252 -2.316 2.419
C 4.464 -0.971 -1.493
C 4.894 0.287 -0.681
O 5.242 0.015 0.658
O 3.069 -1.271 -1.230
H 5.008 -1.848 -1.142
H 4.682 -0.889 -2.557
H 4.199 1.126 -0.670
H 5.763 0.647 -1.231
H 4.488 -0.392 1.090
H 3.008 -1.565 -0.319
C -1.938 -4.846 -0.403
C -1.682 -5.842 0.692
C -0.323 -5.588 1.413
O -0.077 -6.644 2.348
C 1.197 -6.542 3.004
N -2.801 -5.758 1.545
H -1.132 -4.783 -1.135
H -1.895 -3.810 -0.066
H -2.883 -4.920 -0.941
H -1.650 -6.890 0.391
H -0.544 -4.612 1.846
H 0.526 -5.432 0.748
H 1.264 -5.554 3.459
H 1.950 -6.536 2.217
H 1.351 -7.337 3.733
H -2.810 -4.814 1.904
H -2.713 -6.361 2.351
C -1.227 2.803 4.176
C -2.548 2.529 3.402
C -3.579 3.661 3.238
O -4.102 4.091 4.439
C -4.982 5.277 4.257
N -2.141 2.138 2.059
H -1.552 2.945 5.207
H -0.718 3.707 3.841
H -0.501 1.991 4.170
H -3.062 1.769 3.991
H -4.389 3.350 2.578
H -3.052 4.495 2.775
H -4.534 5.924 3.503
H -5.042 5.971 5.095
H -5.964 4.944 3.921
H -1.761 1.204 2.126
H -2.976 2.037 1.500
C -2.701 4.952 -0.481
C -1.241 4.558 -0.172
C -0.209 5.438 -0.976
O 1.124 4.998 -0.712
C 2.040 5.955 -1.215
N -1.059 4.659 1.272
H -2.938 4.645 -1.499
H -2.919 6.020 -0.465
H -3.395 4.397 0.151
H -1.100 3.486 -0.312
H -0.263 6.486 -0.683
H -0.378 5.413 -2.053
H 2.009 5.866 -2.301
H 3.047 5.642 -0.939
H 1.811 6.915 -0.751
H -0.063 4.569 1.417
H -1.372 3.794 1.689
C 3.248 -2.080 -5.104
C 2.564 -0.740 -4.904
C 1.877 -0.247 -6.195
O 2.798 -0.104 -7.287
C 2.129 0.325 -8.485
N 1.687 -0.929 -3.714
H 3.856 -1.974 -6.002
H 2.475 -2.759 -5.463
H 3.623 -2.559 -4.199
H 3.341 -0.038 -4.600
H 1.343 0.676 -5.966
H 1.069 -0.921 -6.477
H 1.754 1.348 -8.505
H 1.279 -0.323 -8.700
H 2.896 0.367 -9.258
H 1.618 -0.070 -3.187
H 2.273 -1.328 -2.994
*
```

* LUMO: 2.179 eV
* calculated total energy: -75547.8317 eV
* largest force on an atom: 3.20 eV Å⁻¹


Question: The highest calculated total energy belongs to which entry?
Answer: C2H7OPS


Question: largest force on an atom of number 6 (C2H7OPS)?
Answer: 4.92 eV Å⁻¹


Question: What is the largest force on an atom in the seventh record?
Answer: 3.20 eV Å⁻¹